A cluster of 9 separate species, C27H72O27S9 in total at a distorted geometry. Source: the Open Molecules 2025 dataset; level of theory: the ωB97M-V functional and the def2-TZVPD basis.

The LUMO energy comes out at 0.0 eV. Its charge is 0. For the calculated total energy, the calculation gives -181960.6300 eV. The HOMO-LUMO gap is 0.3920 Eh. As for the multiplicity: 1. The calculation puts the energy above the lowest of the compared OMol25 structures with the same formula, charge and spin at 227.88 kJ/mol. The HOMO energy comes out at -10.626 eV. The SMILES is CCOS(C)(=O)=O.CCOS(C)(=O)=O.CCOS(C)(=O)=O.CCOS(C)(=O)=O.CCOS(C)(=O)=O.CCOS(C)(=O)=O.CCOS(C)(=O)=O.CCOS(C)(=O)=O.CCOS(C)(=O)=O.

```
135
Properties=species:S:1:pos:R:3:forces:R:3
C 0.21751 -5.64663 -3.62604 -1.0 -0.9 0.4
C 1.65691 -5.38840 -3.70824 1.9 -0.4 -0.4
O 2.10335 -4.59187 -2.57376 -1.5 0.5 0.1
S 3.52264 -4.78438 -1.98926 0.2 0.2 0.6
C 4.45802 -3.68533 -2.91766 1.2 0.5 0.4
O 3.49408 -4.32755 -0.62998 -0.3 0.2 -0.3
O 3.94337 -6.08943 -2.28017 0.8 -2.4 -0.1
H -0.40890 -4.75427 -3.62998 0.1 0.0 -0.2
H -0.01060 -6.22548 -2.72953 -0.1 0.1 0.1
H -0.01733 -6.31812 -4.46294 -0.2 0.4 0.0
H 2.27119 -6.31721 -3.65264 -0.7 0.6 -0.3
H 1.88533 -4.84022 -4.62873 0.2 0.0 0.3
H 3.74533 -2.94537 -3.12650 -0.7 1.6 -0.5
H 4.92141 -4.03129 -3.84963 -0.2 -0.3 0.6
H 5.15593 -3.28925 -2.17023 0.2 0.0 -0.6
C 1.24488 2.87004 -3.14650 0.2 -1.1 -1.8
C 2.18963 2.59843 -2.04959 0.8 1.0 0.2
O 3.25127 3.63706 -2.12528 -1.2 0.0 0.2
S 4.41974 3.69611 -1.07637 0.4 -1.1 -2.7
C 3.73131 4.24147 0.41192 0.7 -0.3 1.1
O 4.88538 2.32923 -1.02641 0.2 0.5 1.1
O 5.26554 4.72184 -1.60574 0.1 -0.1 0.7
H 0.75132 3.81245 -3.11924 -0.4 0.7 0.5
H 0.55152 2.04850 -3.12679 -0.9 -0.2 0.2
H 1.65393 2.76171 -4.14939 0.6 0.1 0.0
H 1.58723 2.80250 -1.18085 0.3 -0.2 0.9
H 2.63228 1.59606 -2.08189 0.0 0.4 0.1
H 3.32671 5.21922 0.24646 -0.5 0.4 -0.2
H 4.60213 4.36152 1.08424 -0.5 -0.2 -0.2
H 3.02383 3.51684 0.81518 0.0 0.2 0.0
C 4.15769 -0.74422 -0.43876 1.0 0.5 -0.7
C 4.40772 -0.17394 0.90697 0.5 0.5 -0.1
O 3.20329 -0.30653 1.67464 -0.9 -0.7 -0.1
S 2.94455 0.50161 2.98395 0.0 0.0 -1.3
C 4.25415 -0.05500 3.93482 0.1 1.2 1.8
O 3.13287 1.89717 2.73040 0.2 0.2 0.1
O 1.68358 0.06551 3.47969 -0.1 -0.3 0.3
H 3.29092 -0.30249 -0.90795 -0.2 0.0 -0.2
H 4.11377 -1.82860 -0.43150 -0.2 -0.1 0.0
H 5.06673 -0.41385 -0.97839 -0.6 -0.4 -0.3
H 5.24588 -0.74890 1.30578 -0.2 0.1 0.7
H 4.68147 0.88724 0.85256 -0.1 -0.2 0.0
H 4.21160 -1.06593 4.30177 0.0 -0.5 -0.5
H 4.06210 0.57272 4.80670 0.5 0.0 0.4
H 5.17300 0.30422 3.48193 0.1 -0.4 0.0
C -4.39396 0.88478 0.02047 1.1 0.7 -0.7
C -4.96105 -0.13993 0.93578 0.3 -0.5 -1.4
O -5.62105 0.43215 2.06897 1.2 0.4 -0.5
S -6.47617 -0.56245 2.90871 -0.7 1.2 1.5
C -5.33465 -1.66538 3.61639 -0.2 -1.2 -0.4
O -7.06739 0.29437 3.91645 0.5 -0.8 -0.5
O -7.28327 -1.27724 1.99974 -1.2 -0.9 -0.6
H -3.47831 1.36368 0.39616 -0.3 -0.1 0.2
H -5.06224 1.70352 -0.30639 0.1 -0.7 0.0
H -4.03877 0.22727 -0.80453 -0.3 0.9 -0.1
H -5.64580 -0.71706 0.29875 -0.3 0.0 0.8
H -4.09712 -0.79739 1.13857 -0.5 0.0 0.9
H -5.19555 -2.54324 2.94704 0.4 1.0 0.2
H -5.90946 -2.10858 4.41761 0.1 0.1 0.7
H -4.42658 -1.15561 3.93170 0.0 -0.2 0.0
C 0.33253 0.56505 -7.66791 -1.3 1.5 0.1
C 1.37934 -0.25030 -7.07353 2.6 -0.5 -0.9
O 1.62487 -0.05519 -5.68203 -0.5 -0.7 1.2
S 1.49986 -1.25150 -4.60056 0.9 0.8 -0.7
C -0.23724 -1.32497 -4.28430 0.5 -0.4 -0.2
O 1.91328 -2.48652 -5.21887 -0.2 0.4 0.1
O 2.24814 -0.75795 -3.46472 -0.9 -0.4 -0.6
H -0.66105 0.19498 -7.47109 -0.5 0.0 0.2
H 0.47288 0.54731 -8.73325 0.0 -0.1 -0.6
H 0.38484 1.62626 -7.37979 0.0 -0.4 0.1
H 1.32714 -1.27652 -7.41724 -0.4 -0.6 0.7
H 2.32442 0.05387 -7.53826 0.0 0.1 0.2
H -0.45530 -0.72210 -3.42248 -0.4 0.8 -0.1
H -0.38950 -2.31854 -3.92959 -0.1 -0.9 0.2
H -0.80940 -1.20882 -5.21021 0.2 0.4 0.3
C 0.35210 2.43039 6.02805 1.5 -0.1 -0.1
C -0.47711 2.01067 4.82730 0.4 0.3 0.5
O -1.87891 2.23758 5.13647 -0.4 0.3 0.5
S -2.92759 1.89916 3.99210 9.9 -2.7 -2.7
C -4.28917 2.19611 4.57856 -8.6 2.1 4.0
O -2.59595 2.70883 2.88475 -0.1 1.6 -1.5
O -2.78505 0.50481 3.76259 -0.3 -1.7 -0.2
H 0.42463 3.49450 6.22951 -0.4 0.2 -0.3
H 1.39637 2.11172 5.80762 -0.5 0.2 -0.1
H 0.15696 1.95338 6.98151 -0.7 -0.3 -0.1
H -0.19477 2.62827 3.95672 -0.2 -0.4 0.3
H -0.25357 0.95173 4.64163 -0.6 0.3 -0.2
H -4.50304 1.56509 5.44406 0.0 0.0 -0.2
H -4.98033 1.94225 3.76925 -0.2 -0.1 0.1
H -4.45639 3.23234 4.85083 0.1 0.2 0.0
C 1.05023 8.52216 -0.60273 1.2 1.5 0.1
C 0.87738 7.06968 -0.44376 1.5 -0.6 -0.1
O -0.48560 6.79134 -0.23410 -1.0 0.2 0.0
S -0.90710 5.29079 0.04138 -2.2 1.0 -2.2
C -1.42764 5.41457 1.64373 -1.5 -0.4 1.1
O -2.02140 4.97623 -0.81657 0.7 0.2 0.7
O 0.28141 4.56051 -0.06163 2.2 -2.1 0.1
H 2.02575 8.69181 -1.13404 -0.7 0.0 0.8
H 1.03192 9.02334 0.38375 0.1 0.0 -0.6
H 0.31289 8.97660 -1.24746 -0.4 0.0 -0.1
H 1.26800 6.59163 -1.34438 -0.4 -0.4 0.0
H 1.50002 6.71221 0.40061 -0.4 0.0 -0.3
H -0.59492 5.74850 2.24559 0.0 0.2 0.3
H -1.81406 4.43517 1.95124 0.4 0.1 0.0
H -2.31259 6.06668 1.64702 0.5 0.1 0.1
C 0.14844 1.29924 0.97189 -0.2 -0.8 -0.2
C -0.48810 -0.05669 1.23016 1.8 0.0 1.0
O -0.88259 -0.68375 -0.00056 -0.3 1.2 -0.2
S -0.69355 -2.19063 -0.28090 -1.2 -0.2 -0.1
C 1.00997 -2.44946 -0.16176 0.3 -0.6 -0.1
O -1.45644 -2.93000 0.67658 0.4 -0.3 0.8
O -1.09454 -2.36651 -1.63953 0.2 0.0 -0.6
H 0.13588 1.74294 1.94363 0.5 0.6 0.6
H -0.50836 1.89936 0.38574 -0.6 0.5 -0.7
H 1.14518 1.32285 0.50715 -0.3 -0.3 0.3
H 0.21578 -0.69266 1.78643 0.1 0.0 -0.5
H -1.25038 0.07132 1.98566 -1.1 -0.1 -0.6
H 1.13816 -3.52045 -0.26567 0.1 -0.2 -0.2
H 1.40578 -2.19953 0.81311 0.1 0.4 0.1
H 1.46373 -1.93586 -1.01286 0.1 0.0 0.3
C -3.15278 -5.25114 -0.92100 -0.1 0.0 -0.8
C -3.88403 -5.10536 0.37019 -0.8 -0.9 0.0
O -3.16738 -5.88360 1.34063 0.4 -0.1 0.0
S -3.12816 -5.53739 2.86248 -2.6 -1.7 0.5
C -1.50035 -5.09425 3.02415 1.7 -0.8 0.5
O -4.02035 -4.43505 3.13088 0.7 0.0 -0.2
O -3.40041 -6.77367 3.55275 0.6 0.7 -0.2
H -2.80707 -6.26656 -1.09148 -0.1 -0.3 0.4
H -2.29546 -4.61587 -1.06686 0.1 0.5 0.1
H -3.90176 -5.09859 -1.69306 0.1 0.4 -0.4
H -4.09173 -4.10176 0.74389 0.3 0.0 -0.2
H -4.83637 -5.63446 0.23458 0.0 0.3 0.3
H -0.79880 -5.94431 2.83308 -0.9 0.6 -0.3
H -1.37460 -4.88311 4.06930 0.1 0.6 0.5
H -1.34983 -4.26427 2.36310 0.4 0.5 -0.1
```
Positions in Å, forces in eV/Å.

Löwdin atomic charge list, values in e, 8 entries:
1. C -0.06
2. C -0.25
3. O -0.26
4. S 0.51
5. C -0.11
6. O -0.27
7. O -0.26
8. H 0.08


A cluster of 9 separate species, C27H72O27S9 in total at a distorted geometry. Source: the Open Molecules 2025 dataset; level of theory: the ωB97M-V functional and the def2-TZVPD basis.

The LUMO energy comes out at 0.1 eV. Its charge is 0. For the calculated total energy, the calculation gives -181954.3654 eV. The HOMO-LUMO gap is 0.4038 Eh. As for the multiplicity: 1. The calculation puts the energy above the lowest of the compared OMol25 structures with the same formula, charge and spin at 832.33 kJ/mol. The HOMO energy comes out at -10.874 eV. The SMILES is CCOS(C)(=O)=O.CCOS(C)(=O)=O.CCOS(C)(=O)=O.CCOS(C)(=O)=O.CCOS(C)(=O)=O.CCOS(C)(=O)=O.CCOS(C)(=O)=O.CCOS(C)(=O)=O.CCOS(C)(=O)=O.

```
135
Properties=species:S:1:pos:R:3:forces:R:3
C 8.07787 -3.41054 -2.64636 0.1 1.0 1.1
C 7.99821 -1.87058 -2.41235 0.3 -2.6 0.3
O 8.59472 -1.44347 -3.56547 0.7 3.8 -4.6
S 7.83776 -0.25735 -4.50257 0.1 0.8 -0.4
C 6.74830 -1.38558 -5.51659 1.1 0.6 0.5
O 6.99383 0.52132 -3.60366 0.9 -1.0 -1.0
O 8.78800 0.46927 -5.37690 -1.7 -2.3 2.1
H 9.09135 -3.74664 -2.86544 0.3 0.4 0.3
H 7.56627 -3.65930 -3.57614 -0.8 -0.3 0.6
H 7.80061 -3.80957 -1.67066 -0.6 -1.0 -0.5
H 6.97325 -1.50680 -2.34020 0.2 0.0 0.6
H 8.70085 -1.60543 -1.62233 -0.7 0.3 0.6
H 7.42592 -2.05331 -6.04861 0.0 -0.1 0.2
H 6.15235 -0.85933 -6.26225 0.1 0.4 0.4
H 6.12033 -1.90023 -4.78933 0.1 0.0 -0.1
C -5.71817 11.48822 1.43718 1.0 -0.8 -1.2
C -4.24802 11.59769 0.88636 -0.6 -0.6 0.8
O -4.10143 10.95591 -0.43171 0.2 -0.8 0.4
S -3.91460 9.30657 -0.64333 -0.2 0.8 0.7
C -5.37853 9.09568 -1.76594 0.2 -0.2 0.7
O -2.66338 9.11140 -1.38266 -2.3 0.2 1.4
O -4.18814 8.62257 0.64502 0.7 1.3 -2.8
H -6.41348 11.72419 0.63159 0.0 0.7 0.0
H -5.90848 12.08229 2.33102 0.2 0.0 -0.2
H -5.97128 10.44248 1.61179 0.3 -0.1 0.5
H -3.91368 12.63410 0.83971 -0.4 0.1 -1.0
H -3.49328 11.20888 1.56995 -0.3 -0.7 0.1
H -6.27851 9.39389 -1.22816 0.3 0.0 0.4
H -5.46254 8.03164 -1.98699 0.2 0.1 -0.1
H -5.37146 9.69412 -2.67694 0.7 0.0 0.2
C 5.70717 3.53752 7.55852 -0.5 0.1 -0.2
C 6.19114 2.29979 8.31646 0.9 0.3 0.0
O 7.55566 2.03705 7.79146 0.6 -0.9 0.3
S 8.75032 1.24691 8.60298 -0.2 0.5 1.3
C 9.08360 2.59319 9.87667 1.1 -1.0 0.3
O 8.25035 0.07139 9.35251 0.8 2.3 -1.9
O 9.89447 1.14608 7.68722 -2.5 0.2 1.6
H 5.95778 4.47363 8.05752 0.5 -0.2 0.1
H 4.62248 3.60012 7.47120 -0.1 -0.5 0.2
H 6.07352 3.58663 6.53311 0.2 -0.2 0.1
H 6.24127 2.55230 9.37562 0.2 -0.2 0.1
H 5.60249 1.38891 8.20735 0.0 0.2 -0.3
H 8.95510 3.63031 9.56688 -0.3 -0.4 -0.5
H 10.12315 2.47164 10.18105 0.4 0.0 -0.7
H 8.65514 2.40464 10.86104 -1.0 -0.2 -0.5
C 0.47459 0.61079 -14.22229 -0.8 0.5 1.0
C 0.01237 1.58824 -13.12149 0.5 -1.0 0.0
O -1.08513 1.05459 -12.31580 -0.2 -1.3 0.8
S -0.84171 -0.37547 -11.47897 -0.6 -0.4 -1.1
C -1.95176 -0.13186 -10.01337 1.2 0.7 0.2
O -1.43756 -1.47859 -12.24383 1.1 1.9 1.2
O 0.56675 -0.44633 -11.10468 -1.8 0.2 -0.1
H -0.29598 0.47314 -14.98083 0.1 0.2 -0.1
H 0.61052 -0.35637 -13.73835 0.6 0.0 -0.3
H 1.38635 1.04260 -14.63502 0.0 -0.4 -0.2
H 0.82770 1.76719 -12.42055 0.1 0.2 -0.2
H -0.30829 2.52754 -13.57205 -0.4 -0.1 0.4
H -1.65561 0.76205 -9.46444 0.0 0.5 -0.6
H -1.69558 -0.86838 -9.25177 -0.1 -0.7 -0.6
H -3.01592 -0.08476 -10.24455 0.3 -0.3 -0.4
C -1.50371 -1.25776 3.26067 0.7 1.5 -0.2
C -0.55250 -0.01950 2.90401 -2.6 -1.5 2.0
O -0.98991 0.44634 1.67143 1.5 -0.1 -4.1
S 0.02943 0.36901 0.33978 -1.6 2.0 -0.9
C 0.77232 2.04421 0.58546 1.2 -1.6 -0.1
O 0.97379 -0.71791 0.48566 -0.8 1.1 0.1
O -0.78417 0.50742 -0.87928 1.1 -0.8 2.5
H -2.56122 -1.14323 3.02269 0.0 0.9 0.0
H -1.46055 -1.34749 4.34610 0.3 -1.0 -0.1
H -1.25403 -2.08706 2.59882 0.6 -0.4 0.7
H -0.80561 0.84634 3.51585 0.3 -0.3 0.7
H 0.47393 -0.34295 3.07697 0.2 0.3 -0.8
H 0.09217 2.74898 1.06378 0.0 -0.3 -0.3
H 1.23445 2.37217 -0.34565 -0.7 0.1 -0.2
H 1.65942 1.81506 1.17592 -0.2 0.3 0.6
C -6.93989 -0.30158 10.89404 1.8 -1.2 0.1
C -6.29413 -1.53689 11.64868 -1.8 1.3 -1.2
O -6.79978 -1.34156 12.97490 -0.5 -1.9 1.9
S -7.42693 -2.63121 13.88130 1.8 0.1 -3.0
C -9.15737 -2.58719 13.23938 0.7 -0.2 0.9
O -6.77198 -3.83483 13.33985 -1.4 1.8 1.4
O -7.31497 -2.24321 15.26179 -0.5 -0.3 -1.3
H -7.89148 -0.09537 11.38398 0.3 0.4 -0.1
H -7.10463 -0.60669 9.86066 -0.1 0.2 -0.1
H -6.18701 0.48658 10.90400 -0.7 0.5 0.1
H -6.72763 -2.34251 11.05609 0.1 -0.8 1.0
H -5.20602 -1.59945 11.63464 -0.2 0.1 0.1
H -9.55062 -1.57209 13.18463 0.3 0.0 0.2
H -9.70298 -3.16418 13.98603 -0.2 0.0 -0.2
H -9.20828 -3.06675 12.26186 0.3 0.0 0.2
C 3.48176 5.95196 -8.39652 -0.5 0.2 -1.2
C 4.82289 6.49076 -8.87200 0.6 -0.4 2.8
O 4.84219 7.35765 -9.98329 0.3 0.6 -2.3
S 5.71770 7.13946 -11.36380 0.7 0.3 0.0
C 7.34653 6.68286 -10.84879 -0.2 -0.2 0.3
O 5.17896 5.96858 -12.02947 0.0 1.5 0.1
O 5.96952 8.45686 -11.97768 -1.8 -2.4 1.1
H 3.50482 5.11350 -7.70043 0.7 0.1 0.0
H 3.01732 5.55063 -9.29725 -0.7 0.2 0.1
H 2.92612 6.74152 -7.89059 -0.4 -0.1 -0.5
H 5.12326 7.16138 -8.06693 0.6 -0.1 0.1
H 5.50270 5.63898 -8.85146 0.4 0.2 -0.9
H 7.94413 6.88785 -11.73701 0.1 0.1 0.2
H 7.38259 5.61410 -10.63774 0.0 0.2 0.3
H 7.61365 7.32485 -10.00939 0.3 -0.2 -0.1
C 0.81831 -7.98502 -2.82327 0.0 0.0 0.9
C -0.27172 -6.97609 -3.06862 -0.2 -0.5 -0.1
O -1.54450 -7.65687 -2.87774 -1.4 2.0 -1.2
S -2.81173 -6.77486 -3.59465 -1.5 -3.1 3.2
C -2.91598 -5.20654 -2.59625 0.0 -1.2 -0.3
O -2.41514 -6.54298 -4.93045 0.1 0.8 -0.9
O -4.01356 -7.58450 -3.29382 2.5 1.9 -0.6
H 0.72467 -8.95369 -3.31419 -0.2 0.4 -0.5
H 0.78349 -8.23490 -1.76287 0.4 0.1 0.1
H 1.76050 -7.50038 -3.07921 0.2 -0.3 0.1
H -0.23876 -6.16263 -2.34383 0.3 0.0 0.1
H -0.15241 -6.53293 -4.05729 -0.5 -0.2 -0.2
H -3.89887 -5.21395 -2.12511 -0.2 0.1 -0.6
H -2.73489 -4.39786 -3.30432 -0.1 0.0 0.4
H -2.24052 -5.24416 -1.74160 0.4 0.0 -0.4
C -5.50734 -11.55045 7.71305 0.3 1.3 -0.5
C -6.08963 -10.63761 6.61646 -1.3 -0.6 -0.1
O -6.03294 -9.22750 6.80272 0.9 1.7 -0.1
S -6.66855 -8.22308 5.66589 -2.0 -0.4 1.3
C -5.59084 -8.65644 4.16508 -0.3 1.4 1.7
O -8.07407 -8.72563 5.49229 3.5 1.7 -0.1
O -6.38688 -6.83023 6.15729 -0.6 -4.2 -1.7
H -5.69556 -11.21129 8.73169 -0.5 0.0 -0.1
H -4.42126 -11.61898 7.65097 0.0 -0.3 -0.2
H -6.02202 -12.48376 7.48473 0.4 -0.3 0.4
H -5.65882 -10.90753 5.65228 0.1 0.0 -0.1
H -7.15602 -10.86039 6.58067 -0.1 -0.2 -0.3
H -5.46111 -7.65018 3.76670 -0.1 -0.2 -0.5
H -5.95868 -9.40683 3.46529 -0.3 0.3 0.4
H -4.63844 -8.91691 4.62680 -0.1 -0.2 -0.1
```
Positions in Å, forces in eV/Å.

Löwdin atomic charge list, values in e, 8 entries:
1. C -0.06
2. C -0.30
3. O -0.30
4. S 0.72
5. C -0.10
6. O -0.32
7. O -0.31
8. H 0.08